{"formula": "C9H9F3N2O4S", "method": "ωB97M-V/def2-TZVPD", "symbols": ["N", "C", "C", "C", "C", "C", "C", "O", "O", "C", "C", "N", "S", "O", "O", "C", "F", "F", "F", "H", "H", "H", "H", "H", "H", "H", "H", "H"], "positions_angstrom": [[-1.0409, 1.2541, 2.7818], [-0.3423, 1.0262, 1.7190], [0.5394, 0.7468, 0.3674], [-0.3239, 0.5089, -1.0017], [-1.9260, 0.8285, -0.8929], [-2.6829, -0.5794, -0.5317], [-4.0555, -0.4314, 0.3524], [-5.1025, -1.2312, 0.0222], [-4.1525, 0.4900, 1.4965], [1.5488, -0.5337, 0.7400], [0.6634, -1.9240, 0.8822], [0.1196, -3.0802, 1.1861], [2.9542, -0.7587, -0.4770], [2.4785, -0.8461, -1.9597], [3.6228, -2.1463, -0.1325], [4.3611, 0.5128, -0.2421], [5.5590, 0.1520, -1.0767], [4.8330, 0.4443, 1.1907], [3.7999, 1.8435, -0.5720], [1.2678, 1.6670, 0.1568], [-0.2192, -0.6018, -1.4126], [0.1044, 1.2410, -1.8413], [-2.2814, 1.1190, -1.9951], [-2.2135, 1.7397, -0.2181], [-1.9198, -1.2676, 0.0307], [-2.9234, -1.1303, -1.5616], [-4.7221, 1.2572, 1.1945], [2.0540, -0.3002, 1.7946]], "lumo_ev": -2.04, "spin_multiplicity": 1, "charge": 0, "e_homo_ev": -10.5, "smiles": "N#C[C@H](CCCC(=O)O)[C@@H](C#N)S(=O)(=O)C(F)(F)F", "orbital_gap_ev": 8.500, "total_energy_ev": -39625.157}

***

{"formula": "C3H7CeFO2", "method": "ωB97M-V/def2-TZVPD", "symbols": ["O", "Ce", "F", "C", "O", "C", "C", "H", "H", "H", "H", "H", "H", "H"], "positions_angstrom": [[-1.4603, 0.1525, 1.3175], [-1.3642, 2.0915, 0.1141], [-1.8028, 3.9015, -0.7757], [1.1566, 0.2848, -1.4982], [0.4020, 0.3089, -0.2856], [0.0288, -0.9590, 0.2220], [-0.5020, -0.8935, 1.6253], [1.9687, 1.0095, -1.3875], [1.5799, -0.7160, -1.6533], [0.5133, 0.5468, -2.3482], [0.1440, -0.4271, 2.4129], [0.8963, -1.6210, 0.1075], [-0.7898, -1.8169, 0.0717], [-0.7706, -1.8620, 2.0775]], "lumo_ev": [-9.55, -13.02], "spin_multiplicity": 3, "charge": 2, "e_homo_ev": [-19.5, -19.5], "de_lowest_ev": 0.0000, "orbital_gap_ev": [9.963, 6.437], "s2": 2.006, "total_energy_ev": -22944.962}

***

{"formula": "C31H37N2", "method": "ωB97M-V/def2-TZVPD", "symbols": ["C", "C", "C", "C", "C", "C", "C", "C", "C", "C", "C", "C", "C", "C", "C", "C", "C", "C", "C", "N", "C", "C", "N", "C", "C", "C", "C", "C", "C", "C", "C", "C", "C", "H", "H", "H", "H", "H", "H", "H", "H", "H", "H", "H", "H", "H", "H", "H", "H", "H", "H", "H", "H", "H", "H", "H", "H", "H", "H", "H", "H", "H", "H", "H", "H", "H", "H", "H", "H", "H"], "positions_angstrom": [[-0.6485, 0.0401, 6.3559], [-0.6034, 0.5272, 4.9345], [-1.7572, 0.9911, 4.3002], [-1.7454, 1.4847, 2.9936], [-3.0724, 1.9988, 2.5052], [-0.5366, 1.4725, 2.2546], [-0.3880, 2.0860, 0.8468], [-0.6725, 3.5970, 0.8685], [-1.1542, 1.3572, -0.2525], [-0.5695, 0.0012, -0.7235], [-1.6404, -0.9950, -1.2108], [-1.3714, -2.3507, -0.9423], [-0.2249, -2.7626, -0.0655], [-2.1861, -3.3615, -1.4565], [-3.3480, -3.0579, -2.1651], [-4.1711, -4.1529, -2.7779], [-3.7323, -1.7148, -2.2348], [-2.9178, -0.6814, -1.7673], [-3.5709, 0.6733, -1.8366], [0.5857, 0.1145, -1.6231], [0.5857, 0.7803, -2.8555], [1.8488, 0.7815, -3.3039], [2.6370, 0.0813, -2.3800], [4.0431, -0.1199, -2.4468], [4.6513, -1.0466, -1.5917], [6.0365, -1.1887, -1.6098], [6.8171, -0.3999, -2.4703], [6.1957, 0.5087, -3.3443], [4.7958, 0.6318, -3.3567], [1.8321, -0.3399, -1.3949], [0.6331, 1.0267, 2.9009], [1.9792, 1.0914, 2.2223], [0.5847, 0.5483, 4.2068], [0.3490, -0.2817, 6.6782], [-0.9914, 0.8241, 7.0467], [-1.3348, -0.8103, 6.4684], [-2.6954, 1.0032, 4.8543], [-3.0202, 2.6775, 1.6515], [-3.7505, 1.1705, 2.2445], [-3.5668, 2.5402, 3.3277], [0.6684, 2.0248, 0.5794], [0.0544, 4.0853, 1.5279], [-0.5695, 4.0462, -0.1273], [-1.6702, 3.8216, 1.2558], [-2.1541, 1.0943, 0.1144], [-1.2463, 2.0147, -1.1349], [-0.1805, -0.4028, 0.2211], [-0.2492, -3.8547, 0.0189], [0.7640, -2.4727, -0.4499], [-0.3478, -2.3512, 0.9482], [-1.9199, -4.3998, -1.2395], [-5.0525, -3.7359, -3.2686], [-3.5744, -4.6875, -3.5255], [-4.5108, -4.8928, -2.0431], [-4.7247, -1.4721, -2.6321], [-4.4108, 0.6251, -2.5451], [-4.0112, 0.9212, -0.8586], [-2.9312, 1.4981, -2.1704], [-0.3132, 1.2214, -3.2513], [2.2586, 1.1764, -4.2120], [4.0213, -1.6581, -0.9307], [6.5099, -1.9142, -0.9460], [7.8928, -0.4855, -2.4606], [6.7907, 1.1293, -4.0175], [4.2981, 1.3202, -4.0460], [2.1542, -0.9113, -0.5281], [2.7437, 0.7438, 2.9276], [2.0383, 0.4433, 1.3341], [2.2535, 2.1171, 1.9329], [1.5132, 0.2104, 4.6758]], "lumo_ev": -2.98, "spin_multiplicity": 1, "charge": 1, "e_homo_ev": -10.9, "smiles": "Cc1cc(C)c([C@H](C)C[C@@H](c2c(C)cc(C)cc2C)[n+]2ccn(-c3ccccc3)c2)c(C)c1", "de_lowest_ev": 0.0000, "orbital_gap_ev": 7.916, "total_energy_ev": -35722.531}

***

{"formula": "C45H52BCl2F5Ge2MnN5O2Te2", "method": "ωB97M-V/def2-TZVPD", "symbols": ["Mn", "B", "N", "C", "C", "C", "N", "N", "C", "C", "C", "N", "H", "H", "H", "H", "H", "H", "H", "H", "C", "C", "C", "C", "C", "C", "Te", "N", "C", "O", "C", "C", "C", "C", "C", "C", "C", "C", "C", "C", "C", "C", "C", "C", "C", "C", "H", "H", "H", "H", "H", "H", "H", "H", "H", "H", "H", "H", "H", "H", "H", "H", "H", "H", "H", "H", "H", "H", "H", "Cl", "C", "Cl", "H", "H", "C", "Ge", "C", "C", "Ge", "C", "C", "C", "C", "C", "C", "C", "C", "C", "C", "C", "C", "H", "H", "H", "H", "H", "H", "H", "H", "H", "H", "H", "H", "H", "H", "H", "H", "H", "H", "H", "F", "Te", "F", "F", "F", "F", "O"], "positions_angstrom": [[0.9972, 0.0419, 0.1850], [3.7133, 2.0653, 0.4908], [3.5631, 0.6931, 1.2309], [4.5802, 0.2184, 1.9648], [4.5732, -1.1599, 1.8976], [3.4838, -1.4642, 1.0849], [2.8757, -0.3433, 0.7022], [2.5788, 2.2623, -0.5453], [2.5956, 3.3016, -1.3833], [1.7845, 3.0169, -2.4703], [1.2954, 1.7465, -2.2142], [1.7812, 1.2983, -1.0507], [4.7230, 1.9746, -0.1446], [3.7179, 2.9685, 1.2561], [5.2410, 0.8911, 2.4729], [5.2447, -1.8501, 2.3669], [3.1293, -2.4259, 0.7591], [3.1867, 4.1689, -1.1688], [1.5712, 3.6399, -3.3124], [0.6469, 1.1235, -2.8007], [-1.3403, 1.0508, 9.3859], [-1.0564, 0.5899, 7.9922], [-0.0366, -0.3159, 7.7244], [0.2631, -0.7207, 6.4323], [1.3919, -1.6857, 6.2043], [-0.5103, -0.2068, 5.3853], [-0.1415, -1.3579, 3.6048], [0.2191, -1.0016, 1.6339], [0.4999, -2.0770, 0.9434], [0.7915, -1.8577, -0.2831], [0.6312, -3.4590, 1.4690], [1.5619, -3.7175, 2.4821], [1.8424, -5.0215, 2.8478], [1.1974, -6.0769, 2.2209], [0.2763, -5.8235, 1.2172], [0.0035, -4.5222, 0.8313], [-2.2064, -1.7465, 3.2666], [-2.9858, -0.9766, 2.4132], [-4.3437, -1.2200, 2.3057], [-4.9186, -2.2381, 3.0466], [-4.1326, -3.0309, 3.8682], [-2.7711, -2.7967, 3.9954], [-1.9134, -3.6322, 4.8935], [-1.5278, 0.7130, 5.6132], [-2.2984, 1.3335, 4.5030], [-1.7855, 1.0925, 6.9255], [-0.8049, 0.4532, 10.1174], [-2.4058, 0.9992, 9.5975], [-1.0331, 2.0897, 9.5013], [0.5515, -0.7106, 8.5401], [2.0156, -1.7416, 7.0927], [2.0119, -1.3508, 5.3694], [1.0105, -2.6898, 5.9923], [2.1163, -2.9072, 2.9510], [2.5816, -5.2026, 3.6133], [1.4252, -7.0915, 2.5095], [-0.2178, -6.6403, 0.7147], [-0.6927, -4.3217, 0.0342], [-2.5290, -0.1905, 1.8233], [-4.9481, -0.6111, 1.6543], [-5.9790, -2.4206, 2.9760], [-4.5806, -3.8355, 4.4322], [-2.4639, -4.4916, 5.2685], [-1.5760, -3.0368, 5.7435], [-1.0310, -3.9816, 4.3507], [-1.9196, 0.9682, 3.5536], [-2.1521, 2.4122, 4.5256], [-3.3642, 1.1246, 4.5878], [-2.5682, 1.8146, 7.1061], [-2.3413, -2.1387, -0.2495], [-3.5905, -3.4098, -0.0694], [-5.1980, -2.7963, -0.4558], [-3.5982, -3.7425, 0.9682], [-3.3632, -4.2142, -0.7675], [-0.3453, -0.4762, -4.5180], [-2.0988, -0.4333, -3.5597], [-3.4266, 0.4008, -4.8017], [-2.6245, -2.3578, -3.4166], [-1.9515, 0.9725, -1.3571], [-3.7388, 1.0619, -0.4083], [-4.8525, 0.4681, -0.9804], [-6.1130, 0.6987, -0.4553], [-6.2623, 1.5345, 0.6390], [-5.1502, 2.1279, 1.2152], [-3.8881, 1.8967, 0.6900], [-1.5149, 2.9080, -1.7633], [-1.8467, 3.4734, -2.9813], [-1.6486, 4.8263, -3.1902], [-1.1108, 5.6099, -2.1819], [-0.7650, 5.0401, -0.9693], [-0.9667, 3.6869, -0.7599], [-0.4978, -1.0730, -5.4152], [0.4242, -0.9566, -3.9168], [0.0016, 0.5070, -4.8257], [-3.5828, -0.3158, -5.6032], [-3.0542, 1.3182, -5.2450], [-4.3852, 0.6062, -4.3365], [-2.6677, -2.7188, -4.4412], [-3.5959, -2.5073, -2.9571], [-1.8792, -2.9361, -2.8810], [-4.7345, -0.1812, -1.8383], [-6.9751, 0.2290, -0.9041], [-7.2453, 1.7272, 1.0421], [-5.2636, 2.7819, 2.0687], [-3.0235, 2.3662, 1.1377], [-2.2770, 2.8638, -3.7624], [-1.9230, 5.2645, -4.1389], [-0.9647, 6.6675, -2.3385], [-0.3453, 5.6367, -0.1723], [-0.6906, 3.2509, 0.1887], [0.4914, 1.7594, 3.8210], [1.3313, 1.5704, 2.0980], [-0.7383, 1.7074, 1.8295], [2.7170, 2.2888, 3.2681], [1.9486, -0.1295, 3.3555], [1.0356, 3.4916, 1.8704], [-0.6431, 0.4255, -0.4326]], "lumo_ev": [-6.04, -4.68], "spin_multiplicity": 4, "charge": 1, "e_homo_ev": [-10.7, -10.7], "de_lowest_ev": 2.1362, "orbital_gap_ev": [4.646, 5.986], "s2": 3.844, "total_energy_ev": -257293.969}